Computed, not measured: a 2-piece molecular cluster, H2INS overall in a non-equilibrium geometry, with ωB97M-V/def2-TZVPD.

Geometry (Å):
N  1.041  -0.408  -0.154
S  -0.035  0.659  0.186
I  -2.379  -0.051  0.077
H  1.271  -1.389  1.102
H  0.103  1.189  -1.211

## Properties
**ΔE to the lowest compared entry with this formula, charge and spin**: 102.43 kcal/mol
**HOMO-LUMO gap (alpha / beta)**: 8.3 / 8.3 eV
**E**: -20453.8322 eV
**2S+1**: 1